# C6H11IN2Si

One molecule with the formula C6H11IN2Si in a non-equilibrium geometry (wB97M-V/def2-TZVPD, the OMol25 dataset).

Each line ends with the Mulliken charge.
Atoms and positions in Å:
I -0.41005 -3.67869 -3.52051  0.112
Si -0.01614 0.87550 0.46321  0.029
N -0.02561 -0.71401 -0.18575  0.669
N 0.48442 -1.84681 0.27130  -0.635
C -1.68282 1.76339 0.43472  -0.981
C -0.43060 -1.12876 -1.87463  -0.500
C 0.32910 0.24507 2.25304  -0.949
C -0.08358 -2.41961 -1.88893  -0.359
C 1.39605 1.83736 -0.38672  -0.899
C 0.44110 -2.78555 -0.58726  -0.108
H -2.41466 0.89962 0.25961  0.280
H -1.85934 2.54017 -0.32159  0.345
H 0.60549 -3.77595 -0.14879  0.381
H 2.16722 2.48514 0.12987  0.348
H 1.15717 -0.49703 2.25757  0.307
H -0.71285 -0.38347 -2.48263  0.546
H -0.53153 -0.06780 2.96047  0.289
H -2.00192 2.15994 1.44365  0.309
H 2.03963 0.98072 -0.56182  0.276
H 0.94608 2.26062 -1.32035  0.267
H 0.60285 1.25016 2.80555  0.273

Summary:
strongest force on any atom = 7.1 eV Å⁻¹
energy above the lowest of the compared OMol25 structures with the same formula, charge and spin = 40.8 kcal per mole
gap between HOMO and LUMO = 9.4 eV
energy = -25356.8751 eV
SMILES = C[Si](C)(C)n1cc(I)cn1
LUMO level = 0.4 eV